22
Properties=species:S:1:pos:R:3 method="wB97M-V/def2-TZVPD" charge=0 e_lumo_ev=0.7 homo_ev=-8.829 total_energy_ev=-21815.191 gap_ev=9.571 spin_multiplicity=1 de_lowest_kj_mol=128.1 smiles="CSCCCNC=O.O"
O 2.458 2.571 -2.279
S -0.654 -0.126 1.497
C 1.984 1.798 -3.107
N 1.281 0.747 -2.746
C -1.158 -1.505 2.619
C -1.113 -0.709 -0.156
C 0.879 0.332 -1.402
C -0.624 0.121 -1.285
H 2.043 1.920 -4.216
H 0.977 0.207 -3.561
H -0.840 -2.428 2.106
H -2.250 -1.547 2.774
H -0.664 -1.461 3.604
H -0.751 -1.753 -0.220
H -2.214 -0.727 -0.265
H 1.483 -0.580 -1.232
H 1.253 1.116 -0.715
H -0.894 -0.396 -2.226
H -0.993 1.162 -1.355
O 0.303 0.429 3.901
H 0.028 0.645 4.821
H -0.533 0.186 3.443


19
Properties=species:S:1:pos:R:3 method="wB97M-V/def2-TZVPD" charge=+1 e_lumo_ev="-3.0 / -8.7" homo_ev="-13.212 / -13.142" total_energy_ev=-9256.974 gap_ev="10.252 / 4.481" spin_multiplicity=2 de_lowest_kj_mol=15.3
N 0.637 -3.371 1.721
C 0.415 -2.135 2.212
N -0.501 -1.366 1.742
H 1.507 -3.817 1.962
H 0.241 -3.624 0.835
H 0.963 -1.868 3.118
H -0.653 -0.557 2.333
C 0.167 1.010 -1.580
C -0.481 2.319 -1.106
N -1.086 2.965 -2.244
N 0.877 0.400 -0.489
H -0.593 0.336 -2.004
H 0.889 1.211 -2.377
H -1.162 2.043 -0.285
H 0.297 2.957 -0.684
H -1.497 3.854 -1.977
H -1.856 2.410 -2.610
H 0.254 -0.100 0.173
H 1.495 -0.333 -0.854